1.
This record from the OMol25 dataset describes C70H69As2CsN3O2P as an isolated structure in a non-equilibrium geometry. The level of theory is ωB97M-V with the def2-TZVPD basis set.

Values from the calculation:
Highest occupied orbital energy in Eh: -0.0097
Spin multiplicity: 1
Energy above the lowest of the compared OMol25 structures with the same formula, charge and spin in kcal/mol: 17.4
Frontier orbital gap in eV: 3.3094
Total energy in eV: -213786.291
Max |F| in eV/A: 1.19
Total charge: -2

Each line ends with the Löwdin charge.
Atoms and positions in Å:
Cs (-0.06, 0.70, 0.17)  0.7374
N (0.63, -3.26, -2.28)  -0.1338
P (-0.70, -2.17, -2.02)  1.0521
C (-1.90, -3.36, -1.30)  -0.3632
C (-2.20, -4.58, -1.91)  -0.1074
C (-3.05, -5.49, -1.29)  -0.0979
C (-3.62, -5.17, -0.06)  -0.0877
C (-3.35, -3.96, 0.54)  -0.0579
C (-2.49, -3.05, -0.08)  -0.1113
C (-1.36, -2.09, -3.74)  -0.3587
C (-2.71, -1.81, -3.92)  -0.0915
C (-3.23, -1.63, -5.20)  -0.0784
C (-2.40, -1.73, -6.31)  -0.1058
C (-1.05, -2.01, -6.13)  -0.1013
C (-0.53, -2.19, -4.85)  -0.1175
C (1.94, -3.06, -1.88)  -0.3981
C (2.92, -4.04, -2.17)  -0.0400
C (4.21, -3.81, -1.75)  -0.0994
C (4.52, -2.65, -1.06)  -0.0823
C (3.49, -1.75, -0.83)  -0.1672
N (2.24, -1.94, -1.24)  0.0852
H (0.45, -4.14, -2.74)  0.0875
H (-1.79, -4.82, -2.88)  0.0986
H (-3.28, -6.43, -1.77)  0.0918
H (-4.29, -5.88, 0.42)  0.0972
H (-3.80, -3.70, 1.49)  0.1114
H (-2.31, -2.07, 0.36)  0.0592
H (-3.36, -1.70, -3.06)  0.1039
H (-4.28, -1.39, -5.32)  0.1025
H (-2.80, -1.58, -7.30)  0.0926
H (-0.39, -2.08, -6.99)  0.0955
H (0.52, -2.39, -4.72)  0.0820
H (2.65, -4.94, -2.71)  0.1006
H (4.98, -4.55, -1.96)  0.1020
H (5.52, -2.44, -0.70)  0.1050
H (3.67, -0.83, -0.28)  0.1071
C (2.38, 0.02, -4.64)  -0.3086
As (2.56, 0.99, -2.93)  1.1434
C (4.51, 0.75, -2.84)  -0.2991
C (2.45, 2.82, -3.69)  -0.4241
C (3.49, 3.40, -4.42)  -0.1166
C (3.40, 4.70, -4.89)  -0.0992
C (2.26, 5.45, -4.62)  -0.0961
C (1.21, 4.88, -3.91)  -0.1127
C (1.29, 3.57, -3.45)  -0.4212
As (-0.25, 2.70, -2.56)  1.0667
C (-1.03, 2.09, -4.28)  -0.2855
C (-1.46, 4.22, -2.33)  -0.3066
H (3.05, 0.43, -5.39)  0.0212
H (1.36, 0.06, -5.01)  -0.0094
H (2.64, -1.03, -4.45)  0.0088
H (5.03, 1.23, -3.67)  0.0075
H (4.70, -0.32, -2.89)  0.0087
H (4.88, 1.15, -1.90)  0.0173
H (4.39, 2.84, -4.62)  0.0785
H (4.22, 5.13, -5.44)  0.0931
H (2.19, 6.48, -4.97)  0.0945
H (0.33, 5.48, -3.71)  0.0845
H (-0.90, 2.86, -5.03)  0.0258
H (-2.09, 1.89, -4.13)  0.0022
H (-0.55, 1.17, -4.61)  0.0010
H (-1.74, 4.66, -3.29)  0.0202
H (-1.00, 4.97, -1.68)  0.0156
H (-2.35, 3.83, -1.84)  0.0255
C (2.73, -3.02, 6.21)  -0.1375
C (3.84, -2.57, 5.49)  -0.1253
C (3.74, -1.46, 4.67)  -0.0643
C (2.53, -0.76, 4.53)  -0.2450
C (1.44, -1.21, 5.28)  -0.0610
C (1.53, -2.33, 6.10)  -0.1077
C (2.38, 0.43, 3.65)  -0.1173
C (3.28, 0.85, 2.77)  -0.0344
C (3.62, 1.90, 1.94)  -0.2694
C (4.43, 2.98, 2.44)  -0.0697
C (4.94, 3.96, 1.62)  -0.1451
C (4.67, 3.98, 0.24)  -0.1515
C (3.83, 2.99, -0.25)  -0.1604
C (3.31, 1.98, 0.54)  -0.1204
H (2.80, -3.89, 6.86)  0.0785
H (4.79, -3.09, 5.58)  0.0842
H (4.59, -1.10, 4.09)  0.0951
H (0.50, -0.69, 5.17)  0.1039
H (0.66, -2.66, 6.64)  0.0935
H (1.42, 0.95, 3.78)  0.0785
H (4.64, 3.00, 3.50)  0.0956
H (5.55, 4.74, 2.05)  0.0840
H (5.05, 4.77, -0.40)  0.0705
H (3.55, 3.03, -1.30)  0.0532
H (2.67, 1.23, 0.11)  -0.0189
C (-5.46, 3.00, 4.66)  -0.1302
C (-4.59, 3.85, 3.97)  -0.1050
C (-3.33, 3.41, 3.59)  -0.0271
C (-2.90, 2.11, 3.88)  -0.2135
C (-3.78, 1.27, 4.57)  -0.0680
C (-5.04, 1.71, 4.96)  -0.1195
C (-1.55, 1.62, 3.48)  -0.1318
C (-0.61, 2.33, 2.88)  -0.1470
C (0.02, 3.46, 2.43)  -0.3026
C (0.13, 3.81, 1.04)  -0.1662
C (0.94, 4.86, 0.62)  -0.1471
C (1.64, 5.66, 1.51)  -0.1590
C (1.52, 5.36, 2.87)  -0.1406
C (0.75, 4.32, 3.34)  -0.0668
H (-6.44, 3.34, 4.95)  0.0807
H (-4.90, 4.86, 3.72)  0.0884
H (-2.65, 4.06, 3.05)  0.1118
H (-3.46, 0.26, 4.79)  0.1064
H (-5.71, 1.03, 5.48)  0.0878
H (-1.37, 0.57, 3.73)  0.0719
H (-0.42, 3.24, 0.32)  -0.0388
H (1.03, 5.05, -0.45)  0.0798
H (2.31, 6.44, 1.15)  0.0719
H (2.07, 5.96, 3.59)  0.0856
H (0.70, 4.10, 4.40)  0.0958
C (-6.79, -0.41, 1.53)  -0.1116
C (-5.57, -0.75, 2.16)  -0.1037
C (-4.39, -0.58, 1.50)  -0.0583
C (-4.33, -0.06, 0.17)  -0.2144
C (-3.05, 0.07, -0.48)  -0.1904
C (-3.13, 0.61, -1.75)  -0.2514
C (-4.34, 1.02, -2.38)  -0.1272
C (-5.54, 0.85, -1.75)  -0.0800
C (-5.57, 0.29, -0.44)  -0.1866
C (-6.78, 0.10, 0.27)  -0.0676
H (-7.73, -0.54, 2.06)  0.0848
H (-5.58, -1.12, 3.18)  0.0914
H (-3.45, -0.80, 1.99)  0.1009
H (-2.22, 0.71, -2.33)  0.0055
H (-4.32, 1.45, -3.38)  0.0822
H (-6.47, 1.15, -2.22)  0.0906
H (-7.72, 0.38, -0.22)  0.0939
O (-1.33, -4.48, 3.25)  0.0909
C (-0.69, -3.39, 2.78)  -0.4940
O (-0.94, -2.29, 3.17)  0.1107
C (0.32, -3.69, 1.67)  -0.2114
N (0.53, -5.15, 1.56)  -0.0252
C (1.84, -5.40, 2.20)  -0.1880
C (2.70, -4.19, 1.84)  -0.1447
C (1.70, -3.02, 1.89)  -0.0817
H (-0.16, -3.33, 0.76)  0.1159
H (0.58, -5.40, 0.58)  0.1113
H (-0.92, -5.22, 2.74)  0.0863
H (2.25, -6.35, 1.87)  0.1084
H (1.69, -5.44, 3.28)  0.1179
H (3.09, -4.31, 0.83)  0.0881
H (3.53, -4.04, 2.52)  0.1071
H (1.90, -2.30, 1.11)  0.0778
H (1.73, -2.50, 2.84)  0.0995

2.
This record from the OMol25 dataset describes one molecule with the formula C20H20N2O3 in a non-equilibrium geometry. The level of theory is ωB97M-V with the def2-TZVPD basis set.

Values from the calculation:
Highest occupied orbital energy in Eh: -0.3172
Spin multiplicity: 1
Energy above the lowest of the compared OMol25 structures with the same formula, charge and spin in kcal/mol: 66.7
Frontier orbital gap in eV: 9.3283
Total energy in eV: -30186.635
SMILES: CCCOc1cccc(NC(=O)c2c(-c3ccccc3)noc2C)c1
Max |F| in eV/A: 1.24
Total charge: 0

Each line ends with the Löwdin charge.
Atoms and positions in Å:
C (1.74, -5.61, 3.27)  -0.1056
C (1.88, -4.16, 2.85)  -0.2334
C (2.72, -4.03, 1.57)  -0.2105
O (2.91, -2.69, 1.17)  -0.0416
C (1.90, -2.02, 0.55)  -0.2657
C (2.17, -0.68, 0.29)  0.0513
C (1.23, 0.12, -0.35)  -0.2488
C (0.02, -0.43, -0.76)  -0.0244
C (-0.24, -1.76, -0.49)  -0.0585
C (0.68, -2.56, 0.17)  -0.0270
H (0.43, -3.59, 0.36)  0.1044
H (-1.18, -2.19, -0.80)  0.1111
H (-0.70, 0.16, -1.30)  0.1107
N (1.55, 1.46, -0.60)  0.1520
C (0.74, 2.56, -0.52)  -0.4490
O (1.15, 3.66, -0.84)  0.0941
C (-0.60, 2.32, 0.05)  -0.0554
C (-0.87, 1.93, 1.34)  -0.2449
O (-2.19, 1.93, 1.53)  0.0322
N (-2.82, 2.32, 0.40)  0.1240
C (-1.90, 2.57, -0.50)  -0.1889
C (-2.25, 2.98, -1.86)  -0.1535
C (-1.35, 2.84, -2.91)  -0.0202
C (-1.72, 3.23, -4.19)  -0.0741
C (-2.98, 3.75, -4.42)  -0.0868
C (-3.88, 3.89, -3.38)  -0.0778
C (-3.52, 3.50, -2.10)  -0.0229
H (-4.21, 3.60, -1.27)  0.1103
H (-4.86, 4.30, -3.56)  0.1029
H (-3.26, 4.06, -5.42)  0.1012
H (-1.02, 3.12, -5.00)  0.1045
H (-0.37, 2.42, -2.74)  0.1058
C (0.02, 1.54, 2.46)  0.0289
H (0.89, 2.20, 2.50)  0.0973
H (0.36, 0.52, 2.33)  0.0844
H (-0.53, 1.61, 3.40)  0.0917
H (2.52, 1.67, -0.80)  0.1616
H (3.12, -0.27, 0.59)  0.1283
H (3.73, -4.40, 1.76)  0.1319
H (2.29, -4.62, 0.76)  0.1234
H (2.36, -3.58, 3.64)  0.1157
H (0.89, -3.73, 2.68)  0.1029
H (1.25, -6.20, 2.49)  0.0734
H (1.15, -5.69, 4.18)  0.0717
H (2.72, -6.05, 3.46)  0.0733

3.
This record from the OMol25 dataset describes C3H5O4Sc as an isolated structure in a non-equilibrium geometry. The level of theory is ωB97M-V with the def2-TZVPD basis set.

Values from the calculation:
Highest occupied orbital energy in Eh: -0.6844
Spin multiplicity: 1
Energy above the lowest of the compared OMol25 structures with the same formula, charge and spin in kcal/mol: 57.0
Frontier orbital gap in eV: 6.9863
Total energy in eV: -32063.004
Max |F| in eV/A: 5.06
Total charge: +2

Each line ends with the Löwdin charge.
Atoms and positions in Å:
O (-1.91, -0.06, 0.32)  0.1506
C (-0.92, 0.80, 0.44)  -0.5116
C (-1.38, -1.41, 0.38)  -0.0186
O (-0.85, 1.82, -0.23)  0.0264
O (0.16, 0.20, 0.89)  0.0775
C (0.14, -1.19, 0.46)  -0.0562
Sc (0.82, 2.80, -1.28)  1.8277
H (-1.69, -1.89, -0.56)  0.1574
H (-1.81, -1.93, 1.24)  0.1573
H (0.55, -1.62, -0.45)  0.1328
H (1.08, -1.57, 1.07)  0.2017
O (2.66, 2.38, -0.95)  -0.2048
H (3.16, 1.66, -1.33)  0.0599

4.
This record from the OMol25 dataset describes C11H14F3N5O2PtS2 as an isolated structure in a non-equilibrium geometry. The level of theory is ωB97M-V with the def2-TZVPD basis set.

Values from the calculation:
Highest occupied orbital energy (alpha / beta) in Eh: -0.5512 / -0.5487
Spin multiplicity: 1
Energy above the lowest of the compared OMol25 structures with the same formula, charge and spin in kcal/mol: 27.9
Frontier orbital gap (alpha / beta) in eV: 5.4052 / 5.1129
Total energy in eV: -56230.405
Max |F| in eV/A: 5.02
Total charge: +2

Each line ends with the Löwdin charge.
Atoms and positions in Å:
Pt (0.01, -0.12, 0.47)  1.3307
C (-2.16, 4.81, -1.21)  -0.3623
S (-1.09, 3.76, -2.20)  0.9473
C (-1.15, 2.25, -1.28)  -0.9888
S (-0.69, 2.41, 0.41)  0.8522
N (-1.36, 1.11, -1.85)  -0.0444
N (-1.05, -0.02, -1.35)  -0.1772
C (-1.60, -1.23, -1.60)  0.0136
C (-1.85, -2.04, -0.48)  -0.2300
C (-2.51, -3.29, -0.54)  0.0473
C (-2.81, -3.96, 0.62)  0.0134
C (-2.49, -3.38, 1.85)  0.0252
C (-1.80, -2.18, 1.86)  -0.0622
N (-1.47, -1.54, 0.75)  -0.0383
H (-1.97, 5.84, -1.51)  0.0586
H (-1.93, 4.67, -0.15)  0.0113
H (-3.20, 4.56, -1.40)  0.0589
H (-1.86, -1.52, -2.61)  0.1507
H (-2.75, -3.70, -1.51)  0.1379
H (-3.30, -4.92, 0.59)  0.1373
H (-2.74, -3.86, 2.78)  0.1345
H (-1.53, -1.72, 2.80)  0.1307
C (3.99, 2.31, -1.13)  0.0219
O (4.01, 0.92, -0.76)  0.0463
C (2.91, 0.34, -0.39)  -0.5359
O (1.80, 0.89, -0.39)  -0.0783
N (3.10, -0.95, -0.04)  0.0615
N (2.01, -1.78, 0.29)  0.0608
H (5.02, 2.53, -1.43)  0.1144
H (3.71, 2.93, -0.28)  0.1121
H (3.31, 2.48, -1.97)  0.1079
H (4.05, -1.31, 0.01)  0.1893
H (2.15, -2.20, 1.22)  0.1175
H (1.93, -2.53, -0.39)  0.1296
F (1.83, 0.78, 2.37)  0.0945
C (0.70, 0.07, 2.37)  -0.7539
F (-0.18, 0.70, 3.15)  0.0900
F (0.98, -1.11, 2.94)  0.0760